Entry 1:
Here is one molecule with the formula C5H7NO from the Open Molecules 2025 dataset. Energies are from ωB97M-V/def2-TZVPD.

Computed properties:
* LUMO: 0.57 eV
* total energy: -8834.0569 eV
* molar mass: 97.1 g/mol
* ΔE to the lowest compared entry with this formula, charge and spin: 207.0 kJ/mol
* SMILES: CC1=CNC(=O)C1
* E_HOMO: -9.4 eV

The geometry in ORCA input format:
```
! RIJCOSX wB97M-V def2-TZVPD def2/J DEFGRID3
* xyz 0 1
C -1.8792 0.5823 -0.1276
C -0.4344 0.2541 0.0590
C 0.6004 1.1060 0.1614
N 1.8697 0.4281 0.1441
C 1.4672 -0.8711 0.7180
O 2.0888 -1.5435 1.4772
C 0.1945 -1.0932 -0.0745
H -2.0165 1.6675 -0.1337
H -2.5202 0.1636 0.6544
H -2.2385 0.1869 -1.0856
H 0.5753 2.1887 0.1216
H 1.8771 -0.0255 -0.8666
H -0.3935 -2.0020 0.0378
H 0.8095 -1.0419 -1.0855
*
```

=====

Entry 2:
Here is a 2-piece molecular cluster, C5H7NO overall from the Open Molecules 2025 dataset. Energies are from ωB97M-V/def2-TZVPD.

Computed properties:
* LUMO (alpha / beta): -1.31 / -1.34 eV
* total energy: -8832.4541 eV
* molar mass: 97.1 g/mol
* ΔE to the lowest compared entry with this formula, charge and spin: 361.7 kJ/mol
* SMILES: O=C1C=C=CN1.C
* E_HOMO (alpha / beta): -9.0 / -8.4 eV

The geometry in ORCA input format:
```
! RIJCOSX wB97M-V def2-TZVPD def2/J DEFGRID3
* xyz 0 1
O 2.4682 -1.8938 -0.3161
C 1.6986 -1.1234 0.1826
C 0.4457 -1.2928 0.9938
C 0.1165 -0.1013 1.5399
C 0.8952 0.8588 0.8553
N 1.9918 0.3085 0.3262
H 0.1576 -2.2865 1.3206
H 0.6278 1.8923 0.6471
H 2.6847 0.7729 -0.2471
C -2.2189 0.5771 -1.0631
H -2.2143 1.1399 -1.9999
H -2.8701 1.0696 -0.3370
H -2.5763 -0.4394 -1.2440
H -1.2065 0.5181 -0.6582
*
```

=====

Entry 3:
Here is one molecule with the formula C5H7NO from the Open Molecules 2025 dataset. Energies are from ωB97M-V/def2-TZVPD.

Computed properties:
* LUMO: 0.96 eV
* total energy: -8834.1565 eV
* molar mass: 97.1 g/mol
* ΔE to the lowest compared entry with this formula, charge and spin: 197.4 kJ/mol
* SMILES: C[C@]12N[C@H]1CC2=O
* E_HOMO: -9.4 eV

The geometry in ORCA input format:
```
! RIJCOSX wB97M-V def2-TZVPD def2/J DEFGRID3
* xyz 0 1
C 0.6722 -1.2801 1.2639
C 0.3306 -0.2860 0.2040
N 1.2930 0.7334 -0.2347
C -0.0037 1.1794 0.1969
C -1.0924 0.9908 -0.8690
C -0.6925 -0.4999 -0.8859
O -1.0406 -1.4736 -1.4979
H -0.2340 -1.6095 1.7839
H 1.3689 -0.8470 1.9851
H 1.1343 -2.1574 0.7999
H 1.4038 0.8036 -1.2431
H -0.0896 1.8306 1.0616
H -1.0700 1.5058 -1.8360
H -2.0385 1.1961 -0.3659
*
```

=====

Entry 4:
Here is C5H7NO as an isolated structure from the Open Molecules 2025 dataset. Energies are from ωB97M-V/def2-TZVPD.

Computed properties:
* LUMO: -0.14 eV
* total energy: -8829.6717 eV
* molar mass: 97.1 g/mol
* ΔE to the lowest compared entry with this formula, charge and spin: 630.2 kJ/mol
* E_HOMO: -9.0 eV

The geometry in ORCA input format:
```
! RIJCOSX wB97M-V def2-TZVPD def2/J DEFGRID3
* xyz 0 1
O 0.5275 2.2339 1.0564
C 0.4023 1.1696 0.5039
C 1.0542 0.6366 -0.7443
N 0.4068 -0.4719 -1.1756
C 0.0702 -1.1160 0.0669
C -0.5685 0.0263 0.8320
C -1.4825 -0.0955 -0.3474
H 1.9410 -0.3291 0.2481
H 1.5373 1.3020 -1.4571
H 1.4180 -1.0998 0.5989
H -0.3597 -2.1172 0.0120
H -0.9393 -0.0487 1.8512
H -2.2470 -0.8742 -0.3408
H -1.6710 0.7249 -1.0392
*
```

=====

Max |F| / Eh/bohr: 0.0504 0.0102 0.0125 0.0085